[1]
A molecular structure, C5H6O2, computed with ωB97M-V/def2-TZVPD.

```
! RIJCOSX wB97M-V def2-TZVPD def2/J DEFGRID3
* xyz 0 1
C -0.85916 0.28782 1.07509
C -0.56304 -0.81559 0.04273
O -1.12910 -0.10887 -1.09373
C -0.38967 1.08339 -0.84315
C 1.06176 0.54052 -0.82439
O 1.67731 0.22919 0.43226
C 0.94721 -0.79902 -0.26378
H -1.93724 0.43722 1.20469
H -0.26741 0.36732 1.99333
H -1.01568 -1.80736 0.19783
H -0.75907 1.44871 0.28249
H 1.72443 0.82160 -1.64511
H 1.50967 -1.68495 -0.55826
*
```

Values from the calculation:
HOMO (spin up / spin down) (eV): -8.49 / -8.49
E_tot (hartree): -344.363273
Frontier orbital gap (spin up / spin down) (eV): 8.59 / 8.59

---

[2]
A molecular structure, C36H49As2Cl3CsGeN7O11PSe in a non-equilibrium geometry, computed with ωB97M-V/def2-TZVPD.

```
! RIJCOSX wB97M-V def2-TZVPD def2/J DEFGRID3
* xyz -2 2
Cs -0.27102 0.35670 -0.86127
N -0.46763 0.33952 -4.32118
C -1.42166 -0.27117 -5.23286
C -2.20414 -1.33486 -4.46016
O -1.96648 -2.52619 -4.59380
N -3.26550 -0.91059 -3.69752
C -3.27773 0.29430 -2.97911
C -3.34547 0.07888 -1.38811
O -4.11529 0.85584 -0.81964
O -2.54138 -0.74689 -0.91545
H 0.29281 -0.32911 -4.15679
H -0.07464 1.19385 -4.69892
H -2.10852 0.48209 -5.62494
H -0.95121 -0.78644 -6.07979
H -2.37932 0.91536 -3.09669
H -4.18974 0.84821 -3.20757
Cl 1.54918 4.28138 -5.21813
Ge 2.73027 3.09907 -3.63514
Cl 4.51528 2.58774 -4.94859
Cl 3.72536 4.91864 -2.58636
C -3.08067 4.01642 -0.87334
P -1.43938 3.64177 -1.61052
C -1.77516 4.13317 -3.34340
C -0.46168 5.04906 -0.97719
C 0.29643 5.86664 -1.80919
C 1.11332 6.85770 -1.27614
C 1.17475 7.05185 0.09227
C 0.42938 6.23323 0.93508
C -0.36894 5.23853 0.40333
H -3.41822 5.02248 -1.13610
H -3.02822 3.93270 0.21257
H -3.79707 3.26456 -1.20631
H -2.14061 5.16135 -3.41650
H -2.54251 3.45805 -3.72862
H -0.88783 4.02378 -3.96742
H 0.29460 5.71394 -2.88137
H 1.72463 7.45147 -1.94342
H 1.81689 7.81893 0.50842
H 0.49653 6.34786 2.01004
H -0.89944 4.57538 1.07738
C 4.43186 5.04421 1.27266
C 3.30835 4.07640 1.40558
C 2.74174 3.44641 2.49596
C 1.69056 2.67302 1.96568
N 1.61301 2.82517 0.65146
N 2.60945 3.66637 0.33482
C 0.74077 1.74253 2.64039
H 5.00653 5.08236 2.19779
H 4.06073 6.04812 1.05533
H 5.10223 4.75998 0.46171
H 3.05493 3.52322 3.52345
H 2.74902 3.96001 -0.62408
H 0.67379 1.91849 3.71501
H 1.03602 0.70416 2.48037
H -0.25179 1.87304 2.21417
C -3.04792 -4.00009 -1.62299
O -2.22897 -3.75038 -0.47055
C -2.69840 -4.20313 0.69299
O -3.65923 -4.92934 0.78230
C -1.92078 -3.64004 1.84580
C -2.21106 -4.09686 3.06910
As -1.73101 -3.31813 4.88648
C -0.20489 -4.50628 5.26230
C -0.99488 -1.81882 3.85338
C 0.05195 -2.05643 3.04738
As -0.49946 -2.27668 1.16740
C 0.65363 -3.79171 0.66240
C 1.33510 -2.58413 3.58677
O 2.00963 -3.47851 3.14839
O 1.71614 -1.83826 4.64041
C 3.01081 -2.16842 5.15191
C -2.19436 -1.02537 3.43115
O -3.30576 -1.25432 3.85535
O -1.88633 0.00352 2.64224
C -2.98255 0.85292 2.22768
C -3.16611 -5.22667 3.33177
O -4.20255 -5.07386 3.91219
O -2.73324 -6.49214 3.08963
C -1.48414 -6.73880 2.44999
H -2.66558 -3.36808 -2.41430
H -4.08119 -3.74520 -1.39632
H -2.98298 -5.05341 -1.90169
H -0.67633 -5.45177 5.54278
H 0.33557 -4.12808 6.12999
H 0.48425 -4.68021 4.44159
H 0.62630 -4.57875 1.40741
H 1.67334 -3.44803 0.51104
H 0.21425 -4.12444 -0.27331
H 3.15360 -1.52154 6.01277
H 3.76957 -1.98366 4.39197
H 3.04776 -3.21959 5.44159
H -2.55716 1.84856 2.12231
H -3.76259 0.84692 2.98505
H -3.37427 0.50411 1.27357
H -1.27460 -7.79251 2.62364
H -0.68118 -6.13294 2.86805
H -1.55422 -6.55673 1.37778
C 3.62318 -0.69363 -3.67374
C 2.68584 -1.79561 -3.33578
N 1.42194 -1.86654 -3.68590
C 0.92851 -3.01791 -3.12063
C 1.92138 -3.65163 -2.43524
N 3.03850 -2.86292 -2.58470
H 3.07694 0.24336 -3.75129
H 4.11953 -0.86213 -4.63092
H 4.38060 -0.57644 -2.89836
H -0.10143 -3.30685 -3.24299
H 1.93301 -4.53442 -1.82275
H 3.85158 -2.88313 -1.97887
Se 4.64567 -1.86539 0.17522
C 2.95496 -1.14792 0.32080
N 1.89248 -0.73028 0.53992
*
```

Values from the calculation:
⟨S²⟩: 0.76
HOMO (spin up / spin down) (eV): -3.64 / -3.64
E_tot (hartree): -13304.321707
Frontier orbital gap (spin up / spin down) (eV): 6.73 / 6.43

---

[3]
A single CH5BN2O4 molecule in a non-equilibrium geometry, computed with ωB97M-V/def2-TZVPD.

```
! RIJCOSX wB97M-V def2-TZVPD def2/J DEFGRID3
* xyz 0 1
B 0.29283 -1.02365 -1.39111
C 0.40515 -0.74077 1.53791
N 0.41387 0.16794 2.53375
N -0.73303 -0.80484 0.74148
O 1.33999 -1.50268 1.32650
O 0.55318 0.34003 -1.47727
O 0.53505 -1.89209 -2.34834
O -0.63089 -1.44817 -0.42516
H -0.44751 0.67205 2.62720
H 0.88691 -0.11003 3.39560
H -0.98436 0.24752 0.75922
H 1.31563 0.44131 -2.14201
H 1.00420 -1.63596 -3.21163
*
```

Values from the calculation:
SMILES string: NC(=O)NOB(O)O
HOMO (eV): -9.80
E_tot (hartree): -476.524852
Frontier orbital gap (eV): 9.95

---

[4]
A molecular structure, C12H16KN2O6 in a non-equilibrium geometry, computed with ωB97M-V/def2-TZVPD.

```
! RIJCOSX wB97M-V def2-TZVPD def2/J DEFGRID3
* xyz -1 1
K 1.60570 0.81070 -1.13918
C 4.27319 -1.02172 2.51400
C 3.45523 -0.22954 1.72094
C 3.75042 1.28256 1.65812
O 2.96847 2.05836 1.02825
C 4.89218 1.74697 2.31856
C 5.79454 0.93639 3.02341
C 5.39968 -0.54564 3.22340
O 6.07364 -1.23159 3.99833
O 6.87495 1.32113 3.48114
O 2.48406 -0.69165 1.06630
H 4.05090 -2.07921 2.61095
H 5.10596 2.80857 2.23608
C -1.33042 0.63708 -3.69472
O -0.33757 0.70729 -2.99280
N -2.44145 1.36602 -3.50577
C -3.65192 1.06367 -4.22824
C -2.52502 2.22991 -2.34864
H -1.40132 -0.04502 -4.55862
H -3.41333 0.63840 -5.20210
H -4.22158 1.97823 -4.39139
H -4.29485 0.36465 -3.68162
H -3.24448 3.02460 -2.55128
H -2.83974 1.68274 -1.45766
H -1.55803 2.68731 -2.16499
C -0.87897 -0.95941 1.33069
O -0.40531 -0.16370 0.55717
N -1.99252 -1.71594 1.10715
C -2.46318 -2.66268 2.08796
C -2.74558 -1.55899 -0.09376
H -0.39158 -1.13294 2.30111
H -2.57777 -3.65387 1.63872
H -3.43941 -2.37057 2.49254
H -1.75189 -2.72600 2.90696
H -2.90070 -2.52082 -0.59947
H -3.73253 -1.11497 0.08766
H -2.18977 -0.92031 -0.77924
*
```

Values from the calculation:
HOMO (eV): -2.38
E_tot (hartree): -1627.821671
Frontier orbital gap (eV): 3.79

---

Computed energy above the lowest of the compared OMol25 structures with the same formula, charge and spin, in the same sequence as the records: 149.75, 48.60, 0.00, 0.00 kcal/mol.